The following is a DFT calculation (ωB97M-V with the def2-TZVPD basis set) of a molecular structure, C49H46N2S2.

* highest occupied orbital energy: -8.821 eV
* multiplicity: 1
* E_tot: -2800.54549 a.u.
* molar mass: 727.1 g mol⁻¹
* gap between HOMO and LUMO: 7.646 eV

Atoms and positions in Å:
S: -0.24 -4.53 2.79
C: 0.62 -3.71 1.42
C: 1.81 -2.95 1.74
C: 2.52 -2.29 0.59
N: 3.65 -1.50 0.73
S: 4.06 -1.00 -0.80
N: 2.90 -1.69 -1.81
C: 2.11 -2.37 -0.89
C: 0.85 -3.18 -1.15
C: 0.14 -3.81 -0.04
C: -1.20 -4.63 -0.22
C: -2.38 -3.57 -0.06
C: -2.38 -2.46 -1.05
C: -3.38 -1.37 -1.01
C: -4.39 -1.42 0.06
C: -4.41 -2.54 1.02
C: -3.41 -3.64 0.98
H: -0.28 -3.55 3.76
H: 2.15 -2.87 2.80
H: 0.43 -3.29 -2.18
H: -1.28 -5.47 0.51
H: -1.30 -5.02 -1.28
H: -1.62 -2.40 -1.87
H: -3.35 -0.54 -1.75
H: -5.14 -0.58 0.09
H: -5.22 -2.50 1.80
H: -3.44 -4.50 1.71
C: -1.90 0.44 -3.96
C: -1.73 0.88 -5.27
C: -0.46 0.90 -5.83
C: 0.64 0.49 -5.09
C: 0.47 0.05 -3.78
C: -0.80 0.03 -3.21
H: -2.89 0.43 -3.52
H: -2.59 1.20 -5.85
H: -0.32 1.25 -6.85
H: 1.63 0.51 -5.53
H: 1.33 -0.27 -3.20
H: -0.93 -0.30 -2.19
C: -0.29 0.38 1.63
C: -1.50 0.93 2.04
C: -1.51 1.94 2.99
C: -0.32 2.41 3.52
C: 0.89 1.86 3.10
C: 0.90 0.84 2.16
H: -0.29 -0.42 0.88
H: -2.43 0.56 1.62
H: -2.45 2.36 3.32
H: -0.33 3.20 4.26
H: 1.83 2.23 3.52
H: 1.84 0.41 1.84
C: 1.20 6.74 6.11
C: 0.90 5.38 6.03
C: 0.00 4.81 6.92
C: -0.61 5.60 7.89
C: -0.31 6.96 7.97
C: 0.60 7.52 7.09
H: 1.90 7.18 5.41
H: 1.37 4.77 5.26
H: -0.23 3.76 6.86
H: -1.31 5.16 8.59
H: -0.78 7.57 8.73
H: 0.83 8.58 7.15
C: 2.25 -8.07 -2.51
C: 1.97 -6.99 -1.68
C: 1.61 -7.21 -0.36
C: 1.54 -8.50 0.14
C: 1.82 -9.58 -0.69
C: 2.17 -9.36 -2.02
H: 2.53 -7.90 -3.55
H: 2.04 -5.98 -2.06
H: 1.39 -6.37 0.29
H: 1.26 -8.67 1.17
H: 1.76 -10.59 -0.30
H: 2.38 -10.20 -2.67
C: -5.00 3.82 0.42
C: -6.21 4.37 0.84
C: -6.22 5.39 1.79
C: -5.03 5.86 2.32
C: -3.82 5.31 1.90
C: -3.81 4.29 0.96
H: -4.99 3.03 -0.32
H: -7.14 4.01 0.42
H: -7.16 5.81 2.12
H: -5.03 6.65 3.06
H: -2.89 5.68 2.31
H: -2.87 3.86 0.63
C: 4.85 1.32 -4.69
C: 6.13 0.84 -4.95
C: 6.89 1.38 -5.98
C: 6.36 2.41 -6.75
C: 5.09 2.89 -6.50
C: 4.33 2.34 -5.47
H: 4.26 0.89 -3.89
H: 6.54 0.04 -4.34
H: 7.88 1.01 -6.18
H: 6.95 2.84 -7.56
H: 4.68 3.70 -7.10
H: 3.33 2.71 -5.28